Molecular formula: C42H39BF3N3O3S
Method: DFT, wB97M-V/def2-TZVPD

Charge = 0
HOMO-LUMO gap = 0.1170 Ha
ΔE to the lowest compared entry with this formula, charge and spin = 53.4 kcal/mol
Electronic energy = -74459.408 eV
HOMO level = -4.84 eV

Atoms and positions in Å:
S -0.654 -2.450 1.429
F 4.282 -3.319 -3.866
F 2.739 -3.491 -5.433
F 3.261 -1.526 -4.608
O -4.827 -0.229 2.188
O -3.800 1.850 2.480
O 3.538 3.305 -1.135
N 1.314 3.503 -0.560
N 6.066 0.406 -2.497
N 0.759 1.346 -0.322
C -6.030 0.428 -1.342
C 4.370 0.420 -1.001
C -0.320 -3.066 -2.624
C 7.959 2.300 0.107
C -2.022 -4.541 0.891
C 1.284 4.951 -0.591
C 2.018 1.355 -1.002
C -4.072 1.877 4.928
C 5.707 1.708 0.821
C -1.945 -1.235 -0.339
C 2.340 -2.972 -1.845
C 3.049 -2.854 -4.263
C -2.056 -3.819 -0.267
C -4.683 1.180 5.999
C -1.188 -0.031 0.192
C -0.840 2.819 -1.549
C -3.464 -0.674 -0.443
C -0.024 -2.860 -1.285
C -4.637 -0.010 3.522
C -5.261 -0.690 4.544
C 2.001 -2.984 -3.188
C 4.751 0.035 -2.281
C -1.344 -3.907 1.935
C 3.018 0.332 -0.387
C -1.236 -2.541 -0.314
C -5.300 1.191 -0.474
C -4.372 -1.376 -1.189
C 1.311 -2.986 -0.896
C 5.516 1.048 -0.386
C -5.277 -0.069 5.799
C 7.791 1.649 -1.127
C -4.030 1.257 3.705
C 2.432 2.811 -0.917
C -3.958 0.741 0.016
C 0.132 2.659 -0.370
C 0.681 -3.078 -3.607
C 0.064 0.180 -0.243
C 6.567 1.021 -1.353
C -0.617 3.053 0.948
C -5.601 -0.858 -1.687
C 6.932 2.328 1.060
C -1.121 -4.434 3.293
B -4.287 0.940 1.577
H -0.061 -4.662 3.442
H -1.242 3.847 -1.581
H -6.937 0.837 -1.797
H 8.557 1.606 -1.908
H -1.352 -3.183 -2.941
H -4.114 -2.401 -1.485
H -1.799 -1.402 -1.360
H -1.671 2.107 -1.449
H 4.144 -0.451 -3.040
H -0.301 2.615 -2.484
H 1.137 5.348 0.421
H 6.572 0.256 -3.369
H -6.233 -1.476 -2.332
H -4.720 1.636 7.004
H -3.225 1.499 -0.229
H 4.885 1.735 1.526
H 3.099 0.500 0.704
H -1.677 2.770 0.894
H -2.505 -4.217 -1.178
H -1.428 -3.726 4.077
H -0.570 4.141 1.102
H 0.470 5.316 -1.235
H -5.770 -1.623 4.323
H 8.908 2.791 0.312
H 0.421 -3.143 -4.661
H -1.691 -5.355 3.409
H 7.098 2.848 1.996
H -3.692 2.883 5.072
H -5.636 2.181 -0.158
H -1.590 0.608 1.020
H 2.245 5.307 -0.974
H 0.604 -0.674 -0.614
H 1.909 1.088 -2.072
H -0.159 2.550 1.808
H 2.623 -0.690 -0.546
H -5.775 -0.585 6.620
H -2.431 -5.523 1.067
H 3.388 -2.965 -1.576
H 1.602 -3.088 0.147